Below is CHFN2 in the gas phase in a non-equilibrium geometry, with properties calculated with ωB97M-V/def2-TZVPD.

Output
- DFT total energy (Eh) = -247.991963
- orbital gap (Eh) = 0.40115
- energy relative to the best compared isomer or geometry (same formula, charge and spin) (kJ/mol) = 0.0
- charge = 0
- LUMO energy (eV) = 0.029
- structure (SMILES) = FC1N=N1

```
5
CHFN2 ωB97M-V/def2-TZVPD
F -1.559 -0.949 0.071
C -0.238 -0.649 0.277
N 0.512 -1.299 1.286
N 0.673 -1.737 0.140
H 0.220 0.245 -0.281
```

Löwdin charges in e: F 0.0162; C -0.4238; N 0.1300; N 0.1234; H 0.1542

---

Below is CHFN2O3 in the gas phase in a non-equilibrium geometry, with properties calculated with ωB97M-V/def2-TZVPD.

Output
- DFT total energy (Eh) = -473.606703
- orbital gap (Eh) = 0.33621
- energy relative to the best compared isomer or geometry (same formula, charge and spin) (kJ/mol) = 237.2
- charge = 0
- LUMO energy (eV) = -1.270
- structure (SMILES) = O=NO[C@@H](F)N=O

```
8
CHFN2O3 ωB97M-V/def2-TZVPD
O -3.024 -0.828 0.146
N -2.027 -0.216 0.113
O -0.961 -1.072 0.473
C 0.258 -0.378 0.596
F 0.289 0.251 1.834
N 1.324 -1.334 0.360
O 1.011 -2.185 -0.431
H 0.312 0.539 -0.189
```

Atom charges from the Löwdin analysis, given in e for atoms 1 to 5: O 0.0921; N 0.0045; O -0.0526; C -0.3911; F 0.0338

---

Below is a gas-phase ion, CHFNO2S (charge -1) in a non-equilibrium geometry, with properties calculated with ωB97M-V/def2-TZVPD.

Output
- DFT total energy (Eh) = -742.028674
- orbital gap (Eh) = 0.30679
- energy relative to the best compared isomer or geometry (same formula, charge and spin) (kJ/mol) = 83.8
- charge = -1
- LUMO energy (eV) = 4.128

```
7
CHFNO2S ωB97M-V/def2-TZVPD
C -0.496 0.370 0.639
N 0.108 1.299 1.172
O 1.907 1.400 -0.665
O 2.361 -0.365 1.057
F -1.886 0.443 0.605
S 1.994 1.098 0.794
H 0.045 -0.550 0.157
```

Atom charges from the Löwdin analysis, given in e for atoms 1 to 5: C -0.4005; N -0.1075; O -0.5859; O -0.6078; F -0.0661

---

Below is a molecular structure, CHFO2 in a non-equilibrium geometry, with properties calculated with ωB97M-V/def2-TZVPD.

Output
- DFT total energy (Eh) = -288.875837
- orbital gap (Eh) = 0.45045
- energy relative to the best compared isomer or geometry (same formula, charge and spin) (kJ/mol) = 557.1
- charge = 0
- LUMO energy (eV) = 0.870

```
5
CHFO2 ωB97M-V/def2-TZVPD
C -0.074 -0.049 0.046
O 0.700 0.779 0.769
O 0.681 0.798 -0.658
F 0.144 -1.388 0.067
H -1.451 -0.139 -0.223
```

Löwdin charges in e: C -0.4976; O 0.1033; O 0.0873; F 0.0533; H 0.2537

---

For each record above, in turn, the calculated highest occupied orbital energy values are -10.887 -10.418 -4.220 -11.387 eV.